ORCA calculation (ωB97M-V/def2-TZVPD) on a 3-piece molecular cluster, C4H15N2O2S overall.

Structure (XYZ):
```
24
Properties=species:S:1:pos:R:3
C -1.481 0.275 2.661
N -1.298 -0.741 1.594
C -1.140 -0.116 0.260
C 0.243 0.313 -0.166
S 0.249 1.202 -1.852
C -1.659 -1.244 -0.662
N -1.874 -0.988 -2.114
H -0.590 0.952 2.798
H -2.351 0.837 2.308
H -1.559 -0.223 3.639
H -0.381 -1.154 1.809
H -1.777 0.809 0.153
H 0.911 -0.600 -0.194
H 0.864 1.019 0.445
H -2.510 -1.656 -0.136
H -0.843 -2.047 -0.669
H -0.996 -0.782 -2.643
H -2.390 -0.162 -2.333
H 2.192 1.912 0.666
H 2.741 1.398 -0.651
O 2.941 1.464 0.305
H 1.751 -1.425 1.141
H 3.176 -0.843 1.018
O 2.680 -1.553 1.390
```

Computed properties:
Net charge   -1
Electronic energy   -22302.0386 eV
Orbital gap   6.61 eV
Relative energy (zero: lowest compared OMol25 entry of this formula, charge and spin)   0.587 eV
HOMO   -3.1 eV